(1)
# C38H35BBrF2N6O5S3Tl

A structure of composition C38H35BBrF2N6O5S3Tl in a non-equilibrium geometry (ωB97M-V with the def2-TZVPD basis set, OMol25).

Properties
Molecular weight (g/mol): 1085.03
Net charge: -2
ΔE to the lowest compared entry with this formula, charge and spin (kJ/mol): 0.0
Energy (eV): -172509.1216
LUMO level (eV): 4.05

The geometry in XYZ format:
```
92
C38H35BBrF2N6O5S3Tl | OMol25 | ωB97M-V with the def2-TZVPD basis set
Tl 0.27 -0.20 0.50
O 0.96 -2.72 -3.43
S 0.10 -2.21 -2.38
O 0.30 -2.81 -1.07
N 0.06 -0.65 -2.17
C 0.01 0.24 -3.16
C -0.15 -0.05 -4.51
C -0.17 0.96 -5.47
C -0.05 2.28 -5.12
C 0.12 2.63 -3.77
C 0.32 3.96 -3.33
C 0.51 4.21 -2.00
C 0.46 3.14 -1.10
N 0.27 1.90 -1.47
C 0.13 1.62 -2.77
C -1.58 -2.70 -2.83
C -1.78 -3.73 -3.73
C -3.07 -4.12 -4.06
C -4.14 -3.45 -3.49
C -3.93 -2.44 -2.56
C -2.64 -2.07 -2.22
H -0.22 -1.09 -4.80
H -0.28 0.69 -6.51
H -0.06 3.06 -5.88
H 0.33 4.76 -4.07
H 0.71 5.22 -1.65
H 0.58 3.31 -0.04
H -0.91 -4.21 -4.15
H -3.23 -4.93 -4.75
H -5.15 -3.73 -3.77
H -4.77 -1.95 -2.10
H -2.44 -1.31 -1.47
N 4.30 0.76 3.02
C 5.26 1.22 2.12
C 6.59 1.23 2.51
C 7.59 1.62 1.64
C 7.24 1.99 0.34
C 5.92 2.03 -0.04
C 4.88 1.70 0.84
S 3.25 2.01 0.42
N 3.17 -0.61 1.54
C 3.29 -0.11 2.72
C 2.31 -0.44 3.76
C 2.52 -0.18 5.12
C 1.58 -0.62 6.04
C 0.47 -1.31 5.58
C 0.33 -1.49 4.21
N 1.22 -1.08 3.33
H 4.40 1.06 3.98
H 6.83 0.91 3.52
H 8.62 1.63 1.96
H 8.01 2.26 -0.37
H 5.65 2.38 -1.03
H 3.39 0.34 5.48
H 1.74 -0.44 7.09
H -0.28 -1.69 6.26
H -0.52 -2.01 3.78
O -2.59 0.00 0.03
S -2.54 1.48 -0.02
C -3.60 1.81 -1.56
C -5.02 1.48 -1.17
C -5.26 2.16 0.17
C -3.99 2.05 1.01
H -3.22 1.19 -2.37
H -3.47 2.86 -1.81
H -5.10 0.39 -1.05
H -5.76 1.79 -1.91
H -6.11 1.72 0.69
H -5.50 3.22 0.00
H -4.04 1.32 1.81
H -3.70 3.00 1.45
C 0.38 2.86 3.30
O -0.87 2.43 3.81
C -1.77 1.80 2.99
O -1.35 1.60 1.80
H 0.64 3.78 3.83
H 0.30 3.06 2.23
H 1.15 2.11 3.46
F 3.63 -1.26 -0.73
B 3.85 -1.28 0.58
F 4.83 -2.18 0.93
Br 0.10 -5.88 -0.62
C -0.96 -4.60 0.26
C -2.28 -4.43 -0.11
C -3.02 -3.47 0.57
C -2.40 -2.75 1.58
N -1.14 -2.96 1.94
C -0.42 -3.85 1.29
H -2.71 -5.01 -0.91
H -4.04 -3.28 0.31
H -2.92 -1.98 2.13
H 0.61 -3.95 1.59
```


(2)
# C10H28KO10S3

A structure of composition C10H28KO10S3 in a non-equilibrium geometry (ωB97M-V with the def2-TZVPD basis set, OMol25).

Properties
Molecular weight (g/mol): 443.62
Net charge: +1
ΔE to the lowest compared entry with this formula, charge and spin (kJ/mol): 37.9
Energy (eV): -80124.4531
LUMO level (eV): -2.83

The geometry in XYZ format:
```
52
C10H28KO10S3 | OMol25 | ωB97M-V with the def2-TZVPD basis set
K -0.73 -1.11 0.40
C -3.60 -0.78 -1.77
O -3.47 -1.55 -0.56
H -4.63 -0.63 -2.10
H -3.14 0.18 -1.58
H -3.11 -1.27 -2.62
H -3.88 -2.40 -0.75
O 2.02 -1.08 0.29
S 3.33 -1.70 0.36
O 3.83 -2.41 -0.78
O 4.45 -0.61 0.71
C 4.03 0.66 1.26
C 5.23 1.23 2.00
C 3.41 -2.72 1.81
H 3.13 0.55 1.86
H 3.84 1.36 0.44
H 5.04 2.24 2.36
H 6.04 1.34 1.29
H 5.66 0.61 2.79
H 4.32 -3.31 1.83
H 2.56 -3.41 1.76
H 3.21 -2.18 2.73
O -0.16 -0.79 -2.42
S 0.22 -1.16 -3.77
O -0.73 -1.60 -4.74
O 0.96 0.12 -4.43
C 1.91 0.84 -3.61
C 2.18 2.17 -4.31
C 1.58 -2.33 -3.66
H 2.82 0.25 -3.50
H 1.47 1.03 -2.63
H 1.42 2.88 -4.00
H 2.32 2.04 -5.37
H 3.11 2.52 -3.84
H 2.16 -2.25 -4.58
H 1.13 -3.32 -3.63
H 2.20 -2.09 -2.81
O -1.79 0.84 2.13
S -2.39 1.77 3.04
O -1.76 3.03 3.26
O -3.91 2.07 2.53
C -4.69 0.92 2.14
C -6.14 1.30 2.30
C -2.70 1.06 4.65
H -4.44 0.00 2.69
H -4.42 0.66 1.11
H -6.36 1.69 3.29
H -6.80 0.46 2.08
H -6.43 2.05 1.55
H -3.02 0.03 4.49
H -3.51 1.64 5.08
H -1.78 1.14 5.22
```


(3)
# C3H6BrNO2

A cluster of 2 separate species, C3H6BrNO2 in total in a non-equilibrium geometry (ωB97M-V with the def2-TZVPD basis set, OMol25).

Properties
Molecular weight (g/mol): 167.99
Net charge: 0
ΔE to the lowest compared entry with this formula, charge and spin (kJ/mol): 409.9
Energy (eV): -78827.0715
LUMO level (spin up / spin down) (eV): 0.76 / -2.73
2S+1: 3

The geometry in XYZ format:
```
13
C3H6BrNO2 | OMol25 | ωB97M-V with the def2-TZVPD basis set
C -0.92 -2.20 0.79
C -0.40 1.42 -0.40
C -0.06 -1.90 1.74
N 0.54 1.98 -1.07
O 1.21 2.96 -0.79
O 0.81 1.37 -2.30
Br 1.65 -1.16 1.38
H 1.58 1.82 -2.68
H -1.88 -2.62 1.03
H -0.70 -2.05 -0.26
H -0.67 1.85 0.55
H -0.90 0.56 -0.80
H -0.24 -2.04 2.79
```